Entry 1:
C8H16Cl2GaO as an isolated structure in a non-equilibrium geometry. Source: OMol25; level of theory: ωB97M-V/def2-TZVPD.

CARTESIAN COORDINATES (ANGSTROEM)
Ga  0.5248  -2.1180  -1.7377
Cl  -0.6965  -0.5149  -2.7265
Cl  -0.3701  -2.6746  0.2943
C  0.2720  -3.5901  -2.9638
H  0.4162  -4.6441  -2.6213
H  0.6418  -3.4158  -3.9847
C  1.7810  0.1431  0.5853
C  1.9644  -0.6282  -0.4718
H  1.7610  -0.3142  1.5813
C  2.4861  -0.0276  -1.7587
H  2.1089  -1.7307  -0.2612
C  3.4030  1.1892  -1.5472
H  3.0257  -0.7657  -2.3591
H  1.6217  0.3242  -2.3610
C  2.7351  2.2270  -0.6232
H  4.3855  0.9138  -1.1391
H  3.6179  1.6623  -2.5155
C  2.0001  1.6430  0.5945
H  3.4661  2.9958  -0.3163
H  1.9868  2.7600  -1.2293
H  2.4687  1.9859  1.5249
H  1.0065  2.0974  0.5983
C  -1.7198  0.7791  0.2885
O  -0.4083  0.2808  0.4586
H  -1.8874  1.1128  -0.7541
H  -1.8322  1.6207  0.9898
H  -2.4645  -0.0044  0.5336
H  -0.4865  -0.6666  0.7217

Properties
Total charge ... -1
HOMO-LUMO gap (spin up / spin down) ... 5.81 / 5.81 eV
Multiplicity ... 1

=====

Entry 2:
C8H16Cl3FeGeNO12P2 as an isolated structure. Source: OMol25; level of theory: ωB97M-V/def2-TZVPD.

CARTESIAN COORDINATES (ANGSTROEM)
Fe  -0.3095  -0.3194  -0.1215
O  -0.6778  2.2790  0.4629
C  -2.0075  2.7007  0.2215
C  -2.1583  3.0462  -1.2613
N  -1.8731  1.9947  -2.2004
C  -2.8843  1.0177  -2.4547
C  -3.1237  -0.0923  -1.3906
O  -4.1642  -0.7105  -1.4679
O  -2.2135  -0.2742  -0.5117
C  -0.7049  2.0155  -3.0255
C  0.1851  0.7832  -2.8382
O  0.3252  0.0059  -3.8337
O  0.7152  0.5553  -1.7377
H  -0.5993  1.9784  1.3807
H  -2.2312  3.6047  0.8053
H  -2.7173  1.9178  0.5085
H  -1.5182  3.9032  -1.4891
H  -3.2002  3.3733  -1.4100
H  -2.6398  0.4889  -3.3792
H  -3.8541  1.5011  -2.6119
H  -0.0919  2.8788  -2.7620
H  -0.9524  2.0667  -4.0947
C  3.2314  -0.5753  2.8554
C  1.9958  -1.4654  2.8758
O  2.1651  -2.4928  3.8316
P  1.7846  -2.1741  1.2210
O  0.4819  -3.0672  1.3974
O  2.9593  -3.1954  0.9280
O  1.7150  -1.1243  0.1664
P  0.4190  -0.5421  3.2685
O  0.8999  0.7787  4.0826
O  -0.3538  -1.4274  4.1710
O  -0.1291  -0.0144  1.9648
H  4.1141  -1.1688  2.6129
H  3.3647  -0.1284  3.8392
H  3.1218  0.2174  2.1164
H  1.2819  -2.6202  4.2197
H  0.3200  -3.6700  0.6614
H  3.2797  -3.0852  -0.0048
H  0.7177  0.6353  5.0130
Cl  1.0336  -2.8522  -4.8826
Ge  1.3719  -1.5940  -3.0958
Cl  -0.3050  -2.3458  -1.7665
Cl  3.2262  -2.8033  -2.2642

Properties
Total charge ... -1
HOMO-LUMO gap (spin up / spin down) ... 7.95 / 6.81 eV
Multiplicity ... 6

=====

Entry 3:
A 4-piece molecular cluster, C8H16Cl8 overall. Source: OMol25; level of theory: ωB97M-V/def2-TZVPD.

CARTESIAN COORDINATES (ANGSTROEM)
Cl  2.8702  4.4091  2.4035
C  1.6978  3.0761  2.3859
C  1.9226  2.1758  3.5862
Cl  0.7197  0.8497  3.5081
H  1.8485  2.5136  1.4676
H  0.6963  3.4958  2.3830
H  1.7670  2.6929  4.5269
H  2.9112  1.7297  3.5491
Cl  2.4484  -0.2720  -5.3865
C  2.2579  0.7839  -3.9595
C  3.1241  2.0155  -4.0565
Cl  4.8539  1.6316  -3.9035
H  2.5514  0.1885  -3.0994
H  1.2165  1.0792  -3.8686
H  2.8693  2.6959  -3.2453
H  2.9815  2.5210  -5.0080
Cl  0.3621  1.3070  -1.1154
C  -0.5242  0.2189  -0.0279
C  -1.9507  0.6155  0.1468
Cl  -2.1274  2.2581  0.8696
H  0.0098  0.2055  0.9187
H  -0.4643  -0.7924  -0.4297
H  -2.4699  -0.0674  0.8120
H  -2.4682  0.6987  -0.8057
Cl  -2.0343  -6.0812  0.8250
C  -3.5389  -5.2219  1.2251
C  -3.4928  -3.7861  0.8009
Cl  -2.3268  -2.8509  1.7831
H  -3.7103  -5.3332  2.2923
H  -4.3344  -5.7521  0.7044
H  -4.4631  -3.3178  0.9586
H  -3.2028  -3.6868  -0.2408

Properties
HOMO-LUMO gap ... 11.14 eV
Multiplicity ... 1
SMILES ... ClCCCl.ClCCCl.ClCCCl.ClCCCl

=====

Entry 4:
A single C8H16ClO3PS molecule in a non-equilibrium geometry. Source: OMol25; level of theory: ωB97M-V/def2-TZVPD.

CARTESIAN COORDINATES (ANGSTROEM)
S  -0.9170  -1.5276  0.0444
Cl  1.4822  1.6205  -4.4773
O  0.8107  0.8141  0.1362
O  -1.0940  0.7501  1.9932
O  1.0084  -1.0256  2.1009
C  1.9011  1.5199  -2.8226
C  1.4619  0.4283  -2.0852
C  2.7150  2.6209  -2.2534
C  1.8133  0.1733  -0.6293
C  -2.1670  1.9078  0.0848
C  1.2901  -2.1210  4.2161
C  -1.4439  2.0571  1.4467
C  0.3979  -1.2084  3.3979
P  -0.0025  -0.1627  1.1154
H  0.8949  -0.3641  -2.5590
H  3.7622  2.5226  -2.5652
H  2.6287  2.7526  -1.1563
H  2.2947  3.5316  -2.6621
H  2.7328  0.6665  -0.3405
H  1.8793  -0.9001  -0.4849
H  -1.4700  1.5433  -0.6897
H  -2.9389  1.1343  0.1731
H  -2.6293  2.8103  -0.2240
H  1.3559  -3.1338  3.8043
H  0.8732  -2.2540  5.2023
H  2.2713  -1.6181  4.3266
H  -2.1428  2.4991  2.1491
H  -0.5962  2.7264  1.4126
H  0.2989  -0.2316  3.9122
H  -0.5955  -1.6567  3.3091

Properties
HOMO-LUMO gap ... 9.02 eV
Multiplicity ... 1
SMILES ... CCOP(=S)(OCC)OC/C=C(\C)Cl

=====

How do the records compare in energy relative to the best compared isomer or geometry (same formula, charge and spin)? In the order shown, they have 2.173 1.143 0.121 0.000 eV.